P) Computed, not measured: an isolated ion of composition C2H3N2O and charge +1, with ωB97M-V/def2-TZVPD.

Geometry as XYZ:
```
8
C2H3N2O | the Open Molecules 2025 dataset | ωB97M-V/def2-TZVPD
C -0.110 0.752 -0.965
C -0.219 0.435 0.421
N 0.236 1.046 -1.987
N 0.192 -0.929 0.394
O -0.533 -1.871 0.185
H 0.403 1.086 1.061
H -1.293 0.586 0.519
H 1.323 -1.103 0.374
```

The molecular weight comes out at 71.06 g mol⁻¹. The gap between HOMO and LUMO comes out at 8.8 eV. The value obtained for the HOMO energy is -17.9 eV. As for the SMILES: N#CC[NH+]=O. As for the net charge: +1.

***

Q) Computed, not measured: an isolated ion of composition C2H3N2O and charge +1, with ωB97M-V/def2-TZVPD.

Geometry as XYZ:
```
8
C2H3N2O | the Open Molecules 2025 dataset | ωB97M-V/def2-TZVPD
C -0.900 0.112 0.616
C 0.241 0.717 0.041
N -0.932 -1.143 0.209
N 0.892 -0.156 -0.673
O -0.008 -1.452 -0.560
H -1.595 0.597 1.239
H 0.505 1.693 0.207
H 1.797 -0.368 -1.079
```

The molecular weight comes out at 71.06 g mol⁻¹. The gap between HOMO and LUMO comes out at 10.9 eV. The value obtained for the HOMO energy is -17.3 eV. As for the SMILES: c1c[nH+]on1. As for the net charge: +1.

***

Most favorable structure: Q). The second most favorable one is 0.0526 hartree above it.